Below is an isolated molecule of C2H2ClIO2S, with properties calculated with wB97M-V/def2-TZVPD.

Last column: Löwdin charge in e.
Element x y z (Å)
H -0.0298 0.9865 0.7106  0.013
C 2.6316 -1.2322 -0.9788  -0.802
I 2.5454 0.8608 -0.3387  0.953
C 0.0787 0.1000 0.2205  -0.347
S 2.1059 -1.8562 0.5369  0.581
O 3.5590 -1.9358 -0.1935  -0.488
H -0.0075 0.1213 -0.9392  0.095
O 0.2346 -1.0131 0.7664  -0.370
Cl 1.1972 -3.5483 0.0182  0.364

Summary:
max |F| = 5.1 eV/Å
DFT total energy = -1383.753456 hartree
relative energy (zero: lowest compared OMol25 entry of this formula, charge and spin) = 4.349 eV
gap between HOMO and LUMO = 8.382 eV

Below is a cluster of 2 separate species, C2H2ClN2O2 in total, with properties calculated with wB97M-V/def2-TZVPD.

Last column: Löwdin charge in e.
Element x y z (Å)
O -0.4758 -3.4899 -1.1152  0.282
C -1.0326 0.8982 1.1882  0.347
H -1.9616 0.5299 1.4811  0.119
C -0.2783 -2.4671 -0.6435  -0.356
Cl 1.4024 3.0224 -0.5559  0.681
O 0.0366 -1.3965 -0.2629  0.145
N 0.9818 1.2664 -0.1008  -0.242
H 1.4348 0.5461 -0.4805  0.065
N -0.1072 1.0905 0.4896  -0.042

Summary:
max |F| = 7.0 eV/Å
DFT total energy = -797.192102 hartree
relative energy (zero: lowest compared OMol25 entry of this formula, charge and spin) = 0.213 eV
total charge = +1
gap between HOMO and LUMO = 9.209 eV

Below is a structure of composition C2H2ClN3, with properties calculated with wB97M-V/def2-TZVPD.

Last column: Löwdin charge in e.
Element x y z (Å)
H -0.7300 -0.9785 -1.2702  0.059
H 1.7436 0.0205 -0.7783  0.092
C -0.8789 -0.8021 -0.1907  -0.570
Cl 0.3911 -1.2244 0.8461  0.747
N -2.6006 1.0615 0.2440  0.134
N 1.8717 0.3884 0.2009  -0.215
C -1.7883 0.2173 0.1472  -0.347
N 1.9914 1.3174 0.8010  0.102

Summary:
max |F| = 3.7 eV/Å
DFT total energy = -701.688514 hartree
relative energy (zero: lowest compared OMol25 entry of this formula, charge and spin) = 4.795 eV
gap between HOMO and LUMO (spin up / spin down) = 6.018 / 8.839 eV

Below is an isolated molecule of C2H2ClN3S, with properties calculated with wB97M-V/def2-TZVPD.

Last column: Löwdin charge in e.
Element x y z (Å)
N -1.3187 -1.4601 0.5895  -0.355
C 1.1582 0.3230 -0.1591  -0.320
H 1.5485 -0.4393 0.5048  0.090
C -0.2090 0.8113 0.0876  -0.965
N -0.9069 -1.7143 -0.5283  -0.288
N -1.3599 -0.6565 1.4132  0.075
Cl -0.6493 2.4625 -0.0363  0.658
S -0.1709 -0.2971 -1.2710  1.022
H 1.9081 0.9705 -0.6005  0.082

Summary:
<S²> = 2.019
max |F| = 4.8 eV/Å
DFT total energy = -1099.771100 hartree
relative energy (zero: lowest compared OMol25 entry of this formula, charge and spin) = 2.908 eV
multiplicity = 3
gap between HOMO and LUMO (spin up / spin down) = 6.336 / 6.748 eV

Below is an isolated molecule of C2H2ClNO, with properties calculated with wB97M-V/def2-TZVPD.

Last column: Löwdin charge in e.
Element x y z (Å)
C -1.3843 0.1606 -0.0846  -0.163
C 0.3504 0.2452 0.2320  -0.703
N -2.4992 0.1587 -0.2978  0.091
H 1.1573 -1.3124 -0.0568  0.090
H 0.4746 1.1301 0.7942  0.076
O 0.7633 -0.9163 0.7576  -0.047
Cl 1.1379 0.5340 -1.3446  0.656

Summary:
max |F| = 5.3 eV/Å
DFT total energy = -667.538406 hartree
relative energy (zero: lowest compared OMol25 entry of this formula, charge and spin) = 0.729 eV
gap between HOMO and LUMO = 12.338 eV

Below is an isolated molecule of C2H2ClNO, with properties calculated with wB97M-V/def2-TZVPD.

Last column: Löwdin charge in e.
Element x y z (Å)
C -0.6949 0.2689 0.3549  -0.712
H 1.7044 -1.0927 0.7159  0.125
N -0.3963 1.4854 0.4319  0.074
Cl -2.1954 -0.5927 0.1918  0.657
C 0.6019 -1.0681 0.4667  -0.158
H -0.9623 2.2452 0.1051  0.051
O 0.1100 -2.0482 0.0256  -0.037

Summary:
max |F| = 3.3 eV/Å
DFT total energy = -667.516982 hartree
relative energy (zero: lowest compared OMol25 entry of this formula, charge and spin) = 1.312 eV
gap between HOMO and LUMO = 9.926 eV

Below is a cluster of 2 separate species, C2H2ClNO in total, with properties calculated with wB97M-V/def2-TZVPD.

Last column: Löwdin charge in e.
Element x y z (Å)
H -0.3474 -1.5153 0.8087  0.073
C 0.8533 -0.5525 -0.7607  -0.301
Cl -1.7986 -0.6139 -0.6762  0.754
H -0.0609 2.2045 0.6274  -0.075
O -0.2335 1.7108 1.4267  -0.226
N 1.8307 -0.3469 -1.3760  0.225
C -0.2435 -0.8866 -0.0498  -0.450

Summary:
max |F| = 4.3 eV/Å
DFT total energy = -667.378551 hartree
relative energy (zero: lowest compared OMol25 entry of this formula, charge and spin) = 5.079 eV
gap between HOMO and LUMO = 5.374 eV

Below is an isolated molecule of C2H2ClNO, with properties calculated with wB97M-V/def2-TZVPD.

Last column: Löwdin charge in e.
Element x y z (Å)
O -0.6004 0.8088 0.6072  -0.180
C 0.4611 0.4301 -0.6229  -0.655
Cl -0.5075 0.2790 -2.0428  0.725
H -0.1775 0.7766 1.5559  0.123
C 1.1539 1.7133 -0.7579  -0.308
N 1.6682 2.7353 -0.8910  0.169
H 1.1978 -0.3889 -0.3823  0.127

Summary:
max |F| = 3.9 eV/Å
DFT total energy = -667.526831 hartree
relative energy (zero: lowest compared OMol25 entry of this formula, charge and spin) = 1.044 eV
gap between HOMO and LUMO = 11.877 eV

Below is a cluster of 3 separate species, C2H2ClNO3 in total, with properties calculated with wB97M-V/def2-TZVPD.

Last column: Löwdin charge in e.
Element x y z (Å)
O 0.1638 0.6482 0.7945  0.034
Cl 9.2261 -0.2708 0.3950  -1.000
H -2.4570 -0.2717 0.9175  0.025
O -2.9377 -1.9478 -0.0451  -0.282
O -0.7293 2.2494 -0.6725  0.051
C -0.4220 -0.2131 -0.2089  -0.083
N -2.6097 -0.7016 -0.0091  -0.168
C -0.4215 1.1678 -0.2633  -0.621
H 0.1874 -0.6604 -0.9082  0.043

Summary:
<S²> = 2.014
max |F| = 4.2 eV/Å
DFT total energy = -817.892818 hartree
relative energy (zero: lowest compared OMol25 entry of this formula, charge and spin) = 3.100 eV
total charge = -2
multiplicity = 3
gap between HOMO and LUMO (spin up / spin down) = 5.929 / 6.930 eV

Below is a cluster of 2 separate species, C2H2ClO2 in total, with properties calculated with wB97M-V/def2-TZVPD.

Last column: Löwdin charge in e.
Element x y z (Å)
H 0.8455 0.4911 -0.0546  0.092
O -0.8384 0.8276 0.9123  0.005
C -0.1444 0.2454 0.1026  0.029
Cl -2.8580 0.4852 3.0022  1.143
O -2.0059 -1.4680 1.4414  0.263
C -2.2591 -0.4479 1.9090  -0.641
H -0.3673 -0.5738 -0.5399  0.109

Summary:
max |F| = 3.8 eV/Å
DFT total energy = -687.702321 hartree
relative energy (zero: lowest compared OMol25 entry of this formula, charge and spin) = 0.694 eV
total charge = +1
gap between HOMO and LUMO = 9.965 eV

Below is a cluster of 2 separate species, C2H2ClO2S in total, with properties calculated with wB97M-V/def2-TZVPD.

Last column: Löwdin charge in e.
Element x y z (Å)
O 1.5595 -2.1389 -0.0522  0.089
O -2.6862 1.4306 0.6974  -0.862
C 1.2620 0.2681 0.0549  -0.039
S -2.1988 0.9900 -0.6546  0.214
Cl -1.8685 -1.2021 -0.5381  -0.137
H 2.2155 0.9814 -0.0192  0.118
C 1.3755 -0.9929 0.1851  -0.352
H 0.3409 0.6639 0.3267  -0.030

Summary:
max |F| = 4.8 eV/Å
DFT total energy = -1086.257873 hartree
relative energy (zero: lowest compared OMol25 entry of this formula, charge and spin) = 1.793 eV
total charge = -1
gap between HOMO and LUMO = 6.000 eV

Below is a cluster of 2 separate species, C2H2ClO2S2 in total, with properties calculated with wB97M-V/def2-TZVPD.

Last column: Löwdin charge in e.
Element x y z (Å)
O 1.5109 0.1047 1.7756  0.103
H 0.0782 -0.3030 -2.3510  -0.168
Cl -1.5580 -1.6224 -0.1831  0.238
H -0.3811 1.1637 1.6144  -0.126
O 1.9524 -0.9125 -0.2290  0.122
C -0.7349 0.0539 -0.2360  -1.474
S -0.8067 0.6812 -1.9964  0.424
S -1.6054 1.2831 0.8544  0.422
C 1.5446 -0.4486 0.7512  -0.541

Summary:
max |F| = 2.9 eV/Å
DFT total energy = -1484.483689 hartree
relative energy (zero: lowest compared OMol25 entry of this formula, charge and spin) = 1.000 eV
total charge = -1
gap between HOMO and LUMO = 6.437 eV

Below is the ion C2H2ClO4S with charge -1, with properties calculated with wB97M-V/def2-TZVPD.

Last column: Löwdin charge in e.
Element x y z (Å)
O -1.6115 1.8237 0.3721  -0.384
O -2.2366 0.3706 -1.5659  -0.381
H -0.1791 0.0249 1.3507  0.120
C -0.3286 -0.3828 0.2797  -0.779
S -1.9674 0.4872 -0.1315  0.368
O -2.8680 -0.2951 0.7127  -0.406
H 0.7796 0.1165 -1.5022  0.126
Cl -0.6125 -2.0622 -0.0293  0.615
C 0.7978 0.4275 -0.4193  -0.329
O 1.4526 1.1983 0.2132  0.050

Summary:
max |F| = 3.6 eV/Å
DFT total energy = -1236.806394 hartree
relative energy (zero: lowest compared OMol25 entry of this formula, charge and spin) = 0.000 eV
total charge = -1
gap between HOMO and LUMO = 8.956 eV

Below is a structure of composition C2H2CuF2LiO, with properties calculated with wB97M-V/def2-TZVPD.

Last column: Löwdin charge in e.
Element x y z (Å)
F 3.9479 -0.0071 0.1712  -0.769
Cu -0.2101 2.5832 -0.2086  0.823
H -2.0862 -1.2639 0.2101  0.188
C -1.5577 -0.2143 0.3588  -0.083
H -0.1882 -1.6864 -0.6745  0.164
F -2.1060 0.9054 -0.0645  0.088
O 0.3374 0.3720 0.0923  -0.137
Li 2.2972 -0.0226 0.4820  0.710
C -0.4343 -0.6664 -0.3667  0.014

Summary:
<S²> = 0.774
max |F| = 8.2 eV/Å
DFT total energy = -1999.921325 hartree
relative energy (zero: lowest compared OMol25 entry of this formula, charge and spin) = 3.607 eV
total charge = +1
multiplicity = 2
gap between HOMO and LUMO (spin up / spin down) = 5.818 / 5.039 eV

Below is a structure of composition C2H2CuFLiO2, with properties calculated with wB97M-V/def2-TZVPD.

Last column: Löwdin charge in e.
Element x y z (Å)
C -0.0473 0.5659 0.2684  -0.301
Cu -0.8866 -1.9765 -1.0041  0.664
H -0.0286 1.5766 -0.1866  0.151
O -1.1770 -0.1481 0.0322  -0.397
H 0.3225 0.5978 1.3632  0.169
C 1.1780 -0.1899 -0.1642  -0.413
Li -2.8098 0.2940 0.5928  0.851
F 2.2923 0.5449 -0.1886  0.158
O 1.1566 -1.2647 -0.7131  0.117

Summary:
max |F| = 3.2 eV/Å
DFT total energy = -1975.540476 hartree
relative energy (zero: lowest compared OMol25 entry of this formula, charge and spin) = 0.000 eV
total charge = +1
gap between HOMO and LUMO = 9.146 eV

Below is a structure of composition C2H2CuO4, with properties calculated with wB97M-V/def2-TZVPD.

Last column: Löwdin charge in e.
Element x y z (Å)
H 0.4756 -1.5223 -0.4198  0.117
O -1.7751 -0.6420 1.0374  0.013
C 0.8949 -0.5788 -0.0141  -0.452
Cu 1.2661 1.4468 -1.2518  0.522
O -0.0903 0.4697 -0.2272  -0.284
O 2.0223 -0.1696 -0.6544  -0.348
O -2.2564 1.3266 0.0728  -0.001
H 1.0277 -0.6947 1.0814  0.116
C -1.5649 0.3643 0.3755  -0.683

Summary:
<S²> = 2.003
max |F| = 1.7 eV/Å
DFT total energy = -2018.822060 hartree
relative energy (zero: lowest compared OMol25 entry of this formula, charge and spin) = 0.000 eV
total charge = -1
multiplicity = 3
gap between HOMO and LUMO (spin up / spin down) = 7.143 / 7.839 eV

Below is an isolated molecule of C2H2F2, with properties calculated with wB97M-V/def2-TZVPD.

Last column: Löwdin charge in e.
Element x y z (Å)
F 1.3652 -1.0401 0.0129  0.106
C -0.8775 -0.0140 0.0315  0.093
H -1.1242 -1.0377 0.2657  0.044
H -1.3324 0.9007 -0.2832  0.038
C 0.6034 0.0343 -0.0608  -0.355
F 1.3655 1.1568 0.0340  0.073

Summary:
max |F| = 8.1 eV/Å
DFT total energy = -277.071566 hartree
relative energy (zero: lowest compared OMol25 entry of this formula, charge and spin) = 1.037 eV
gap between HOMO and LUMO = 10.391 eV

Below is a structure of composition C2H2F2LiOTl, with properties calculated with wB97M-V/def2-TZVPD.

Last column: Löwdin charge in e.
Element x y z (Å)
F -6.0925 -0.3258 0.5512  0.271
F -1.7940 0.0064 2.5338  -0.370
H -6.4896 2.8923 1.3615  0.167
Tl -2.8069 1.1319 1.6109  1.824
C -6.7227 1.8297 1.3531  0.384
O -4.6013 1.2451 0.6263  -0.133
Li -1.3589 -1.4669 3.3480  0.935
C -5.9628 0.9735 0.7049  -0.266
H -7.7814 1.4998 1.2639  0.186

Summary:
<S²> = 0.756
max |F| = 9.7 eV/Å
DFT total energy = -530.926045 hartree
relative energy (zero: lowest compared OMol25 entry of this formula, charge and spin) = 0.000 eV
total charge = +3
multiplicity = 2
gap between HOMO and LUMO (spin up / spin down) = 6.921 / 8.199 eV

Below is a cluster of 2 separate species, C2H2F2N2O3 in total, with properties calculated with wB97M-V/def2-TZVPD.

Last column: Löwdin charge in e.
Element x y z (Å)
O -0.0416 1.7973 -1.0934  0.066
H 0.6301 -2.4884 1.4659  0.099
N 0.5021 -2.4354 0.4703  0.221
N 0.1386 1.1093 0.1069  -0.284
F -1.3561 0.4376 1.7901  0.182
O 0.6257 -1.1845 -1.4911  0.158
C 0.5763 -1.7479 -0.4872  -0.460
O 1.2889 0.9040 0.4378  0.025
H 0.8169 1.8104 -1.6289  0.174
C -0.9969 0.7654 0.5686  -0.277
F -2.1839 1.0324 -0.1390  0.096

Summary:
max |F| = 4.8 eV/Å
DFT total energy = -612.212287 hartree
relative energy (zero: lowest compared OMol25 entry of this formula, charge and spin) = 1.636 eV
gap between HOMO and LUMO = 10.247 eV

Below is a structure of composition C2H2F2O2Y, with properties calculated with wB97M-V/def2-TZVPD.

Last column: Löwdin charge in e.
Element x y z (Å)
O 0.3728 -1.1967 0.3965  -0.112
O 0.3353 0.3435 -1.3923  -0.073
H -1.9934 -1.0016 -0.5959  0.224
C -1.7354 0.0382 -0.3593  -0.015
H -1.3521 1.0975 -2.2657  0.216
C -0.8533 0.6971 -1.3689  0.071
F -2.6472 0.8052 0.1461  0.280
Y 2.0786 0.3665 0.0621  2.429
F -0.7447 -0.3666 0.9223  -0.020

Summary:
max |F| = 3.0 eV/Å
DFT total energy = -464.391600 hartree
total charge = +3
gap between HOMO and LUMO = 8.694 eV